{"formula": "C59H59GeIrN3O3S4", "method": "ωB97M-V with the def2-TZVPD basis set", "largest_force_ev_per_a": 1.7, "charge": 2, "e_homo_ev": [-11.3, -11.3], "s2": 0.77, "e_above_lowest_kcal_mol": 44.87, "multiplicity": 2, "elements": ["Ir", "C", "C", "C", "C", "N", "C", "C", "C", "C", "C", "C", "N", "H", "H", "H", "H", "H", "H", "H", "H", "C", "C", "C", "C", "C", "C", "C", "S", "O", "C", "C", "C", "C", "C", "C", "C", "C", "C", "C", "C", "C", "C", "C", "C", "C", "C", "C", "C", "C", "S", "O", "C", "C", "C", "C", "C", "C", "C", "H", "H", "H", "H", "H", "H", "H", "H", "H", "H", "H", "H", "H", "H", "H", "H", "H", "H", "H", "H", "H", "H", "H", "H", "H", "H", "C", "Ge", "C", "C", "C", "H", "H", "H", "H", "H", "H", "H", "H", "H", "H", "C", "C", "S", "O", "C", "C", "H", "H", "H", "H", "H", "H", "H", "H", "H", "H", "S", "C", "N", "C", "C", "C", "C", "C", "C", "H", "H", "H", "H", "H"], "xyz": [[0.787325, -1.444627, 0.746383], [-0.401226, -1.872825, 4.786674], [0.606227, -1.338046, 5.568409], [1.700575, -0.783409, 4.939917], [1.804313, -0.752707, 3.550097], [0.857684, -1.358163, 2.800205], [-0.223030, -1.875468, 3.421402], [2.926725, -0.000607, 2.932715], [3.680640, 0.897877, 3.674375], [4.585226, 1.753449, 3.076615], [4.692176, 1.746730, 1.700145], [3.985294, 0.799333, 1.000400], [3.199067, -0.108981, 1.611011], [-1.293360, -2.305380, 5.218367], [0.544853, -1.366171, 6.648268], [2.507671, -0.398222, 5.542916], [-0.953798, -2.337671, 2.773126], [3.535371, 0.958953, 4.740619], [5.178489, 2.433386, 3.673297], [5.336508, 2.436831, 1.174977], [4.061549, 0.696512, -0.074487], [-7.995656, -0.601802, 1.030166], [-6.516471, -0.390232, 1.166011], [-5.639654, -0.803207, 0.159383], [-4.273080, -0.665543, 0.298471], [-3.768966, -0.094955, 1.465236], [-4.627127, 0.352718, 2.476456], [-5.988591, 0.197314, 2.321060], [-2.080843, 0.164409, 1.713768], [-1.374476, -0.639622, 0.639744], [-1.305422, 1.968072, -0.719614], [-1.875809, 2.593458, 0.430970], [-3.221858, 2.711744, 0.570509], [-4.109521, 2.148369, -0.380858], [-5.508173, 2.190289, -0.179988], [-6.361542, 1.592262, -1.063386], [-5.833442, 0.903346, -2.172915], [-4.483705, 0.861418, -2.398001], [-3.572727, 1.517712, -1.530723], [-2.151614, 1.518223, -1.725721], [-1.501218, 1.002278, -2.938321], [-1.974811, 1.268802, -4.267097], [-2.849677, 2.347697, -4.541122], [-3.267312, 2.596776, -5.817618], [-2.852365, 1.769741, -6.882249], [-1.982509, 0.741869, -6.652619], [-1.497908, 0.487621, -5.348481], [-0.516540, -0.512513, -5.107186], [0.059109, -0.619661, -3.880749], [-0.400134, 0.207642, -2.825839], [0.571368, 0.136703, -1.316420], [0.871559, -1.401722, -1.312769], [2.127069, 0.809249, -1.960605], [2.373638, 2.169767, -2.103169], [3.615423, 2.587692, -2.562696], [4.623352, 1.680962, -2.884590], [5.973469, 2.150037, -3.352795], [4.343451, 0.321655, -2.756039], [3.109423, -0.116109, -2.301148], [-8.281271, -0.770624, -0.006561], [-8.558199, 0.246013, 1.420724], [-8.298019, -1.479930, 1.606156], [-6.044333, -1.227839, -0.751245], [-3.597034, -0.982833, -0.485855], [-4.220198, 0.809542, 3.373445], [-6.661423, 0.535530, 3.099979], [-1.197491, 2.997682, 1.167553], [-3.641274, 3.195557, 1.446379], [-5.893536, 2.702432, 0.694991], [-7.432025, 1.633318, -0.907218], [-6.505487, 0.400406, -2.857707], [-4.109716, 0.304355, -3.246787], [-3.165490, 2.992479, -3.732133], [-3.919080, 3.438088, -6.016059], [-3.210683, 1.964094, -7.885062], [-1.630928, 0.120984, -7.468056], [-0.180920, -1.142095, -5.922155], [0.861647, -1.320087, -3.699751], [1.607500, 2.890686, -1.870315], [3.798937, 3.648788, -2.685372], [5.963404, 3.214762, -3.578567], [6.290595, 1.610526, -4.245601], [6.729898, 1.973951, -2.584778], [5.098967, -0.407976, -3.026141], [2.902987, -1.175942, -2.230824], [3.749173, -3.502895, 3.170925], [3.970216, -2.870502, 1.325368], [5.773488, -2.110039, 1.189428], [3.604160, -4.145283, -0.108751], [2.817660, -1.298516, 0.842521], [4.164548, -4.509483, 3.239455], [2.720438, -3.527720, 3.522643], [4.324275, -2.855405, 3.834630], [6.527475, -2.892610, 1.281463], [5.943338, -1.382147, 1.986164], [5.909518, -1.616359, 0.224902], [3.529762, -5.165117, 0.266654], [4.416971, -4.110502, -0.834732], [2.672350, -3.883425, -0.614270], [3.122755, -1.120045, -0.184686], [2.431304, 4.955092, 1.316281], [1.091238, 4.235848, 1.331464], [1.168237, 2.609726, 2.143084], [0.008338, 1.821203, -0.825591], [0.858312, 3.093083, 3.875029], [-0.605366, 2.982309, 4.273463], [2.340946, 5.896801, 0.771893], [3.188407, 4.345047, 0.819619], [2.779812, 5.179964, 2.326038], [0.749528, 4.028772, 0.318983], [0.334074, 4.824154, 1.851729], [1.224967, 4.112397, 3.996458], [1.475524, 2.438036, 4.493800], [-1.233049, 3.608185, 3.638055], [-0.738655, 3.303788, 5.309020], [-0.948429, 1.949583, 4.188952], [0.913661, -6.008272, 1.294669], [0.730979, -4.384211, 1.762826], [0.240476, -3.571168, 0.868124], [-0.049728, -4.259984, -0.320644], [-0.669216, -3.735772, -1.456191], [-0.862033, -4.567127, -2.536708], [-0.462306, -5.910510, -2.503576], [0.110056, -6.452885, -1.373051], [0.292435, -5.614301, -0.276010], [0.979184, -4.075166, 2.766280], [-0.989112, -2.704781, -1.470824], [-1.335756, -4.180062, -3.429496], [-0.625385, -6.538442, -3.369129], [0.393654, -7.496315, -1.329794]], "forces_ev_per_angstrom": [[-0.26, 1.39, -1.01], [0.06, -0.05, 0.02], [-0.07, -0.06, 0.06], [0.31, 0.01, 0.04], [0.00, -0.42, 0.22], [-0.68, 0.60, 0.11], [0.09, -0.12, 0.02], [0.09, 0.17, -0.08], [-0.18, 0.01, 0.22], [0.16, -0.03, -0.04], [-0.02, 0.06, 0.06], [0.09, -0.13, -0.16], [0.18, 0.17, -0.09], [0.02, 0.01, -0.04], [0.03, 0.06, -0.02], [-0.07, 0.01, 0.03], [-0.02, 0.08, -0.05], [-0.02, 0.08, -0.03], [-0.07, 0.00, 0.03], [-0.03, -0.02, -0.05], [0.07, -0.04, 0.05], [0.05, -0.01, 0.05], [0.12, -0.25, 0.30], [0.04, -0.48, 0.39], [-0.01, -0.43, 0.12], [-0.08, -0.15, 0.30], [0.17, -0.03, -0.07], [-0.17, -0.12, -0.11], [-0.06, -0.66, 0.42], [-0.16, -0.69, -0.13], [-1.40, 0.08, -0.40], [0.44, 0.33, -0.23], [-0.28, 0.32, -0.35], [0.05, 0.37, -0.04], [-0.10, 0.32, -0.26], [0.11, 0.46, -0.20], [0.04, 0.26, -0.14], [0.03, 0.07, -0.14], [-0.17, 0.08, -0.07], [0.45, 0.38, 0.27], [-0.23, 0.01, -0.13], [-0.03, 0.00, -0.06], [-0.07, -0.06, 0.01], [-0.03, 0.01, -0.03], [0.00, -0.01, -0.01], [0.01, 0.00, 0.01], [-0.04, 0.00, 0.06], [0.02, 0.11, 0.06], [0.15, 0.08, -0.02], [0.03, -0.54, 0.21], [0.95, 0.11, 1.22], [0.00, -1.00, -0.31], [-0.07, -0.17, 0.26], [0.00, -0.11, 0.02], [0.00, -0.01, 0.02], [0.03, 0.05, 0.03], [-0.04, -0.02, 0.01], [0.01, 0.00, 0.01], [-0.04, -0.02, -0.19], [-0.01, 0.01, -0.02], [0.00, 0.02, -0.02], [-0.01, 0.01, -0.03], [0.05, -0.09, 0.14], [-0.02, -0.03, 0.12], [-0.03, 0.00, -0.02], [0.01, -0.02, 0.01], [-0.05, -0.05, 0.05], [0.03, 0.03, -0.03], [0.04, -0.01, -0.04], [0.02, -0.01, -0.01], [0.02, -0.01, 0.00], [0.00, 0.06, 0.00], [-0.02, -0.02, 0.00], [0.02, -0.02, 0.00], [0.02, 0.01, 0.03], [-0.01, 0.02, 0.01], [-0.03, 0.03, -0.01], [-0.01, -0.01, -0.03], [-0.03, 0.03, 0.01], [-0.01, -0.02, 0.02], [0.02, -0.01, -0.01], [-0.02, 0.01, 0.01], [-0.01, 0.01, -0.01], [-0.03, 0.01, -0.01], [-0.01, 0.02, -0.03], [0.01, 0.02, -0.14], [0.12, 0.40, -0.11], [-0.07, -0.16, 0.03], [0.04, -0.01, 0.11], [-0.62, -1.31, -0.19], [-0.01, 0.01, 0.06], [0.05, 0.01, 0.04], [0.00, -0.03, 0.02], [0.02, 0.05, 0.00], [0.03, -0.01, -0.02], [0.02, -0.02, 0.01], [0.03, 0.02, -0.04], [-0.03, 0.01, 0.00], [0.03, -0.03, -0.01], [0.18, 0.19, 0.07], [-0.06, 0.02, -0.04], [0.22, -0.16, 0.12], [-0.04, -0.02, 0.23], [0.32, 0.75, -0.09], [0.03, -0.07, -0.22], [0.10, 0.01, 0.09], [0.04, 0.02, 0.03], [-0.02, 0.01, 0.00], [-0.01, -0.02, -0.02], [-0.10, 0.06, -0.04], [-0.08, 0.01, -0.13], [0.07, -0.02, 0.10], [0.00, 0.08, 0.05], [-0.03, 0.00, 0.00], [-0.04, 0.00, -0.04], [-0.03, 0.00, -0.04], [-0.13, -0.03, 0.04], [-0.22, -0.20, -0.02], [0.96, 0.37, -0.17], [-0.14, -0.06, 0.03], [-0.07, 0.07, 0.05], [0.00, -0.03, 0.00], [0.03, -0.02, 0.02], [-0.05, -0.08, 0.01], [0.05, 0.11, 0.07], [0.10, 0.04, -0.11], [0.00, -0.06, -0.04], [-0.01, 0.01, 0.03], [0.01, 0.01, 0.00], [-0.03, 0.02, -0.01]]}